11 unconnected molecules or ions with the total composition C44H110O22. Source: the Open Molecules 2025 dataset; level of theory: ωB97M-V/def2-TZVPD.

Structure (XYZ):
```
176
Properties=species:S:1:pos:R:3:forces:R:3:mulliken_charge:R:1
C 0.907744 3.112130 -3.900723 0.49 1.32 0.55 -0.15
O 1.771707 2.565546 -4.867834 0.05 -1.03 -0.37 -0.45
C 1.570937 1.170664 -5.183997 -1.22 0.42 0.17 -0.66
C 2.576336 0.219916 -4.616705 0.39 -1.31 0.61 -0.45
O 2.474972 0.122093 -3.196003 0.16 0.30 -0.63 0.25
C 3.585703 -0.556937 -2.657732 -0.93 -1.45 1.34 -0.56
H 1.353334 4.114936 -3.601399 -0.70 -1.11 -0.53 0.23
H 0.888605 2.522526 -3.005978 -0.02 -0.55 0.57 -0.25
H -0.143805 3.234227 -4.203400 0.29 0.05 -0.43 0.44
H 1.663725 1.075892 -6.257043 -0.07 0.13 -0.45 0.43
H 0.524101 0.847236 -4.924695 0.84 0.31 -0.03 0.14
H 3.586406 0.501167 -4.854403 0.61 0.74 -0.23 0.39
H 2.538367 -0.820464 -5.097726 -0.61 1.08 0.53 0.24
H 4.560566 -0.101621 -2.769913 0.09 0.65 -0.03 0.48
H 3.656643 -1.562627 -3.078938 0.05 -0.11 -0.35 0.24
H 3.346492 -0.768305 -1.584351 0.47 0.57 -0.76 -0.36
C -0.993662 6.048566 -1.086330 -1.59 1.70 -0.62 -0.81
O -0.983984 5.452054 0.165278 0.31 -0.92 0.00 -0.36
C 0.102715 4.535326 0.353059 -0.79 -0.62 0.09 0.60
C -0.137987 3.906829 1.739640 0.46 0.79 -0.96 -0.25
O -0.445157 4.888178 2.690229 0.74 0.98 0.46 -0.48
C 0.709207 5.785511 2.723459 -1.11 -0.89 0.61 -0.64
H -1.922030 6.733852 -1.131172 1.19 -1.21 0.06 0.25
H -1.047920 5.358206 -1.962185 0.22 0.21 0.64 0.21
H -0.166993 6.759909 -1.175892 0.36 -0.24 -0.33 0.35
H 1.068942 5.022895 0.255257 0.13 0.21 0.03 0.49
H 0.077803 3.710762 -0.382914 -0.04 0.31 0.03 -0.29
H 0.751751 3.417422 2.091727 0.70 -0.68 -0.26 0.13
H -0.911822 3.172902 1.625148 -0.75 -0.18 0.34 0.13
H 0.706045 6.414759 1.857134 -0.10 0.55 -0.49 0.36
H 1.597313 5.158280 2.671048 0.38 0.20 0.33 0.07
H 0.664557 6.405436 3.623336 -0.04 -0.31 -0.08 0.31
C -5.714517 -0.993709 0.088427 -0.54 -0.22 -1.88 -1.11
O -4.832179 -1.933463 0.588790 0.67 -1.29 -0.08 -0.44
C -4.006299 -1.483252 1.637167 -1.26 -0.60 0.88 0.74
C -3.470063 -2.674482 2.479598 -0.61 0.46 0.55 0.00
O -4.422345 -3.114222 3.495497 0.95 -0.23 -1.77 -0.45
C -4.419650 -2.299867 4.655795 -1.07 -2.19 0.30 -0.49
H -6.390823 -0.519642 0.778581 0.05 0.28 0.94 0.54
H -6.368081 -1.540034 -0.597045 -0.04 -0.08 0.01 0.39
H -5.234306 -0.255965 -0.555539 0.28 0.37 0.24 0.31
H -4.739820 -0.880024 2.182392 0.83 0.31 0.97 0.53
H -3.199020 -0.866288 1.289102 0.60 0.46 -0.37 -0.53
H -2.583758 -2.380567 3.072300 -0.03 0.14 -0.63 0.19
H -3.159158 -3.496224 1.780094 -0.66 0.43 0.81 -0.35
H -3.446398 -1.882815 4.830524 0.49 0.32 0.42 0.14
H -4.756146 -3.034371 5.450908 0.64 1.16 -0.46 0.24
H -5.181188 -1.550031 4.569315 -0.26 0.78 0.06 0.26
C -2.165928 -6.081931 -0.500485 -1.39 -0.28 0.40 -0.87
O -1.360379 -5.298695 -1.279581 1.10 0.81 -1.19 0.15
C -0.456420 -5.928277 -2.226552 -1.11 0.44 1.09 -0.69
C -0.226670 -4.923960 -3.334862 0.45 -0.27 -0.55 -0.47
O 0.418214 -3.816394 -2.740804 0.42 0.67 -0.11 -0.05
C 0.818345 -2.762680 -3.625214 -0.60 -2.18 -1.67 -0.21
H -1.675348 -6.665635 0.243223 0.93 -0.65 0.59 0.25
H -2.818472 -6.759163 -1.058158 0.00 -0.11 -0.34 0.42
H -2.830946 -5.426676 0.067812 0.01 0.15 -0.13 0.05
H -0.909955 -6.877154 -2.545279 0.21 0.22 -0.31 0.51
H 0.486714 -6.118574 -1.710450 0.10 -0.16 -0.08 0.24
H -1.166957 -4.603107 -3.802017 -0.05 -0.17 0.06 0.18
H 0.407107 -5.409870 -4.127325 -0.31 0.46 0.52 0.37
H 1.406270 -2.059857 -3.106339 0.34 0.86 0.79 -0.79
H -0.043012 -2.314335 -4.147846 0.14 0.10 0.43 0.32
H 1.452414 -3.174391 -4.449823 -0.23 0.09 0.49 0.59
C -2.061560 1.794616 -0.891003 0.17 -0.33 -0.64 -0.79
O -0.723632 1.358427 -0.759620 -0.17 -0.48 0.27 0.32
C -0.624278 -0.020310 -1.077037 -0.06 0.63 0.11 0.77
C 0.694338 -0.507547 -0.596148 1.19 0.13 0.07 1.32
O 0.855998 -0.911068 0.803044 -0.33 0.34 -1.35 0.44
C 0.163287 -2.129491 1.033963 -1.57 0.59 -0.82 -0.68
H -2.545994 1.207536 -1.705295 -0.02 0.66 0.43 0.34
H -1.988719 2.848790 -1.114006 -0.42 0.35 -0.17 0.03
H -2.605829 1.658308 0.037254 -0.29 -0.09 0.21 0.29
H -0.641812 -0.108427 -2.177639 0.01 -0.21 0.15 0.04
H -1.457223 -0.607081 -0.692659 -0.23 0.04 0.20 -0.87
H 1.396114 0.326793 -0.894178 -0.26 -1.11 0.86 -1.11
H 0.889578 -1.395523 -1.188403 0.46 -0.12 -0.19 -0.67
H 0.742247 -2.862867 1.538696 0.75 -0.31 0.78 0.57
H -0.157179 -2.614069 0.098930 0.18 0.12 -0.03 -0.11
H -0.778201 -1.931739 1.571364 0.32 -0.08 0.16 -0.16
C -7.714072 2.439341 2.116438 -0.79 1.16 -0.12 -0.59
O -8.212718 3.265620 0.997136 0.43 -0.35 1.90 -0.40
C -7.739220 2.827587 -0.236532 0.38 0.21 -0.95 -0.39
C -6.402801 3.444584 -0.717027 -0.32 -0.43 -0.51 -0.45
O -5.327533 3.128192 0.168777 -0.48 0.79 -0.09 -0.14
C -5.076084 4.240341 1.059658 1.77 -0.47 -1.36 -0.80
H -6.635508 2.300505 2.023388 -0.17 -0.18 0.05 0.19
H -8.259445 1.489407 2.177457 0.20 0.00 -0.39 0.31
H -7.951046 2.962716 3.074125 0.24 -0.09 -0.91 0.22
H -8.476753 3.091847 -1.006954 -0.08 -0.04 0.20 0.39
H -7.679177 1.740466 -0.202177 0.28 -0.26 -0.31 0.16
H -6.470179 4.555823 -0.819170 -0.19 -0.75 0.06 0.36
H -6.220264 3.027408 -1.768222 0.07 0.38 1.40 0.31
H -4.089872 4.008260 1.501250 -0.70 0.10 0.35 0.13
H -5.873742 4.411041 1.765941 -0.16 0.02 0.26 0.35
H -4.875360 5.133231 0.435232 -0.39 -0.15 0.40 0.36
C -2.893419 -1.015499 -4.001304 0.27 -0.92 -0.54 -0.46
O -3.344356 -1.189319 -2.672757 -0.22 -0.56 -0.03 -0.09
C -3.034359 -2.517981 -2.117814 1.36 3.24 1.59 2.09
C -4.128511 -3.462097 -2.220798 -1.45 -1.32 -1.64 0.04
O -4.306744 -3.724423 -3.641217 0.36 -0.33 0.81 -0.39
C -5.519776 -4.387877 -3.865755 -0.03 -0.30 0.41 -0.80
H -2.901402 0.031749 -4.356256 -0.29 -0.42 0.61 0.24
H -3.412458 -1.678715 -4.717829 -0.25 0.50 0.27 0.28
H -1.871609 -1.387451 -4.043883 0.49 0.28 -0.13 -0.07
H -2.893449 -2.247763 -1.033789 -0.03 -0.66 -0.83 -0.84
H -2.053783 -2.840148 -2.501856 -0.45 -0.26 -0.02 -0.98
H -5.097863 -3.079695 -1.833498 0.71 0.00 0.04 0.19
H -3.889816 -4.421982 -1.727573 -0.06 0.42 0.03 -0.07
H -5.675281 -5.265687 -3.206985 0.29 0.20 -0.16 0.28
H -5.533862 -4.733362 -4.892841 -0.16 0.12 -0.18 0.28
H -6.320026 -3.690445 -3.641133 -0.56 0.06 -0.25 0.31
C 3.181634 -1.901262 2.939685 0.16 0.03 -0.45 -0.51
O 4.366609 -2.014726 2.137951 -1.02 -0.36 1.21 -0.43
C 4.531422 -0.846271 1.413650 1.65 0.17 -0.36 0.81
C 5.954199 -0.880709 0.844967 -0.29 1.24 -0.32 -0.34
O 5.960562 0.181498 -0.116457 0.52 0.12 -0.23 0.21
C 7.277103 0.543231 -0.505322 -0.06 -1.20 0.20 -1.06
H 2.388471 -1.370638 2.398838 0.21 -0.04 0.07 -0.11
H 3.375366 -1.412847 3.885042 0.25 0.46 0.24 0.41
H 2.833918 -2.882730 3.184720 -0.14 -0.79 0.00 0.40
H 4.404540 0.069388 2.004345 -0.05 -0.10 0.15 0.41
H 3.834495 -0.819586 0.590965 -0.39 0.17 -0.46 -0.58
H 6.131310 -1.805038 0.305399 0.08 -0.43 0.16 -0.41
H 6.763031 -0.698853 1.592910 -0.68 -0.27 -0.22 0.41
H 7.900643 -0.353673 -0.725025 -0.36 0.39 0.07 0.30
H 7.754210 1.090875 0.288532 0.38 0.33 0.48 0.33
H 7.254876 1.156833 -1.384790 -0.28 0.32 -0.46 0.30
C 3.246521 2.767581 -1.273117 0.01 0.09 -0.51 0.86
O 3.282809 3.589085 -0.144486 0.74 0.71 0.75 -0.16
C 4.625603 3.798218 0.257755 -0.31 -0.21 0.79 -0.25
C 4.699218 4.890310 1.259241 -0.21 1.12 0.86 -0.97
O 4.020054 4.583062 2.466070 -0.21 -0.38 -0.21 -0.05
C 4.384013 5.346064 3.594295 0.12 -0.03 -0.22 -0.98
H 3.779055 1.839104 -1.001326 -0.46 -0.10 -0.59 -0.25
H 3.789192 3.285101 -2.109030 -0.46 -0.59 0.30 0.35
H 2.172847 2.646365 -1.529436 0.93 -0.30 0.12 -0.92
H 5.253727 4.149254 -0.534239 0.28 0.19 -1.16 0.48
H 5.120243 2.906840 0.637599 -0.30 -0.58 0.10 -0.02
H 4.256789 5.769222 0.764279 -0.09 0.14 0.35 0.32
H 5.736152 5.156908 1.506488 0.08 -0.24 -0.26 0.50
H 4.250676 6.425306 3.426512 0.40 -0.14 -0.06 0.37
H 5.385495 5.069293 3.962962 0.00 0.42 -0.34 0.37
H 3.710420 5.082301 4.389966 -0.47 -0.21 0.28 0.20
C -1.841101 0.436935 7.023164 0.07 1.13 -0.46 -0.70
O -1.975875 0.578527 5.623505 -0.70 -0.19 -0.30 -0.37
C -0.943295 0.018141 4.849338 -0.69 0.48 -0.67 -0.14
C -0.002941 1.050618 4.277190 1.45 -0.97 1.34 0.35
O 0.906038 1.542258 5.264984 -0.53 0.06 0.02 -0.55
C 1.751396 2.534300 4.723716 -0.61 -0.20 -1.16 -0.53
H -1.037802 1.142231 7.316213 -0.11 -0.87 0.50 0.23
H -1.730567 -0.611809 7.298345 0.48 0.00 0.22 0.32
H -2.777322 0.792392 7.454257 0.02 0.00 0.02 0.25
H -1.405755 -0.430073 3.954543 -0.12 -0.04 0.20 -0.40
H -0.482473 -0.795272 5.398916 0.62 -0.04 0.08 0.69
H -0.471763 1.855783 3.787992 -1.25 1.17 -0.31 0.20
H 0.552895 0.574185 3.489804 0.64 -0.55 -0.58 -0.05
H 2.275050 2.112155 3.858175 0.51 -0.04 0.15 0.15
H 2.426295 2.862555 5.492677 0.29 0.15 0.23 0.35
H 1.196955 3.381316 4.270613 -0.05 -0.13 0.65 0.31
C 2.777500 -3.773623 -0.343386 -0.82 -0.72 0.64 0.42
O 4.081909 -3.658315 -0.808256 0.09 0.81 0.64 0.35
C 4.941763 -4.568828 -0.200424 0.01 -1.52 -0.52 -0.53
C 6.175120 -4.543714 -1.039462 1.07 0.45 0.62 -0.47
O 5.926782 -4.888599 -2.362990 0.42 0.03 -0.49 -0.47
C 5.775487 -3.810711 -3.272638 -1.22 0.26 1.62 -0.41
H 2.376359 -4.717939 -0.765499 -0.25 0.34 0.51 0.36
H 2.189906 -2.953013 -0.730578 -0.06 0.17 -0.15 -0.94
H 2.685423 -3.756150 0.784738 0.32 -0.13 -1.07 0.15
H 4.570200 -5.622898 -0.307821 -0.25 0.65 0.13 0.35
H 5.131043 -4.419675 0.873817 -0.09 0.45 -0.20 0.24
H 6.868698 -5.288451 -0.661005 0.29 -0.05 0.25 0.42
H 6.654051 -3.551064 -0.973885 -0.02 -0.21 -0.07 0.10
H 6.572218 -3.053705 -3.257674 -0.15 -0.07 0.52 0.23
H 4.753651 -3.393196 -3.095724 0.96 0.16 -0.42 -0.01
H 5.836473 -4.287500 -4.191073 -0.14 -0.63 -2.04 0.36
```
Positions in Å, forces in eV/Å.

Properties
E_HOMO   -9.15 eV
HOMO-LUMO gap   9.772 eV
Net charge   0
Spin multiplicity   1
Energy relative to the best compared isomer or geometry (same formula, charge and spin)   37.49 kcal/mol
SMILES string   COCCOC.COCCOC.COCCOC.COCCOC.COCCOC.COCCOC.COCCOC.COCCOC.COCCOC.COCCOC.COCCOC
Lowest unoccupied orbital energy   0.6 eV